ORCA calculation (wB97M-V/def2-TZVPD) on a 10-piece molecular cluster, C30H80O30S10 overall.

XYZ file:
```
150
Properties=species:S:1:pos:R:3:forces:R:3:lowdin_charge:R:1
S -4.7004 -9.9884 -10.5185 0.23 -0.62 -0.32 0.62
S -2.7767 -17.2630 -13.3410 -0.18 0.96 0.77 0.61
S -5.9991 -4.4728 -19.5763 -0.10 -0.16 -0.20 0.60
S 3.2048 -4.2583 -12.0720 -1.65 1.02 -1.33 0.61
S 1.9890 -11.3504 -16.8665 0.00 -1.18 0.22 0.61
S -3.8807 -2.6663 -9.1376 0.20 0.43 0.54 0.63
S -1.7594 -11.0624 -6.3651 0.20 0.91 -0.53 0.61
S 0.1372 -5.9500 -9.5747 0.14 -0.83 2.39 0.60
S -2.0022 -9.0413 -14.0466 0.74 -0.05 0.01 0.60
S -5.5622 -11.8292 -16.7995 0.93 0.40 -0.16 0.62
O 3.3790 -4.7319 -10.7349 0.32 -0.40 -0.07 -0.28
O -2.5186 -10.3567 -14.3248 -0.27 0.77 -0.05 -0.28
O -4.6026 -3.9153 -9.0195 0.50 0.68 -0.32 -0.30
O -1.9156 -12.4883 -6.4827 -0.04 0.75 -0.01 -0.27
O -5.3917 -8.5452 -10.6364 0.10 -1.11 0.45 -0.32
O -1.9660 -15.8958 -12.9677 -0.36 -1.56 -0.27 -0.27
O 3.8460 -3.0592 -12.5330 0.40 -1.03 0.17 -0.28
O -6.5114 -11.2896 -17.7405 0.58 -0.24 0.53 -0.28
O -0.8458 -10.5263 -5.3938 -0.44 -0.27 -0.01 -0.28
O -1.7903 -18.2278 -13.6965 -0.04 0.18 0.25 -0.27
O -6.3980 -3.1757 -20.0317 0.11 -0.48 0.37 -0.27
O 3.4710 -5.4340 -13.1682 0.02 0.99 0.81 -0.25
O -1.3113 -10.4274 -7.7938 -0.49 -0.57 0.82 -0.28
O 0.4652 -4.5587 -9.5962 -0.56 -0.27 -0.38 -0.27
O -6.0373 -4.4021 -17.9656 0.17 0.35 -0.84 -0.27
O -4.5805 -1.4446 -9.4543 0.61 -1.12 0.53 -0.27
O -3.0941 -2.4262 -7.7283 -0.77 0.57 -1.28 -0.25
O -5.6352 -13.1965 -16.3768 0.03 0.76 -0.09 -0.27
O -5.1583 -10.6439 -9.3139 0.09 0.49 -0.63 -0.27
O -3.1348 -8.2862 -13.1763 1.50 -0.81 -0.72 -0.28
O -5.6006 -10.9462 -15.4431 0.10 -0.55 -0.58 -0.26
O -3.8374 -16.9478 -14.2534 0.17 -0.01 0.42 -0.28
O 0.5824 -11.6317 -17.6366 1.05 0.30 0.09 -0.27
O -3.2844 -9.8098 -10.7052 -0.80 0.18 0.10 -0.27
O 2.9376 -10.6185 -17.6749 -1.04 -0.25 0.46 -0.28
O 0.1778 -6.7856 -10.7406 -0.10 0.34 -0.31 -0.29
O -1.3153 -6.0590 -8.8982 0.76 0.47 -0.95 -0.26
O -1.5447 -8.1695 -15.1044 -0.71 -0.48 0.38 -0.28
O 1.6945 -10.9181 -15.5285 -0.08 0.50 -0.25 -0.30
O -4.7603 -5.0516 -20.0358 -0.59 0.23 0.64 -0.28
C -3.3883 -10.2764 -6.2349 0.86 -1.23 -0.45 -0.09
C 2.5372 -13.0481 -16.7740 -0.45 0.50 -0.54 -0.11
C -2.7090 -13.8702 -14.0862 -0.43 0.44 0.18 -0.06
C 2.3913 -7.4837 -13.9649 -0.57 0.10 0.04 -0.04
C 0.5704 -10.0770 -19.5530 0.49 -0.48 -0.12 -0.07
C -2.7438 -14.6912 -12.8007 0.47 -0.07 -1.04 -0.26
C -5.7392 -5.1279 -15.7455 -0.63 -0.20 -0.11 -0.05
C -0.5314 -11.1932 -9.8991 0.53 0.21 -0.77 -0.07
C -2.1430 -3.4362 -5.7839 0.86 0.64 0.03 -0.06
C -5.7172 -9.5322 -15.5653 -1.72 1.01 0.30 -0.26
C 2.9922 -6.7428 -12.7799 0.47 -0.74 0.10 -0.26
C -3.8931 -6.4724 -11.8961 1.73 0.15 -0.13 -0.03
C -2.2112 -3.4740 -7.3030 -0.57 -0.29 1.22 -0.28
C -5.4712 -5.4816 -17.1984 -0.11 -0.10 -0.04 -0.26
C 1.4458 -3.9762 -12.4165 0.70 -0.08 0.42 -0.11
C 1.1676 -6.7130 -8.3053 -0.27 -0.13 -0.78 -0.07
C -7.3050 -5.6585 -19.9301 1.01 0.59 -0.08 -0.11
C -2.0092 -7.3198 -8.9348 -0.93 -0.49 0.82 -0.23
C -0.6587 -9.2551 -12.9220 -0.33 -0.16 1.35 -0.11
C -6.6502 -8.3579 -9.9364 -0.68 -0.61 0.16 -0.24
C -0.1934 -11.0500 -8.4312 0.33 -1.26 -0.98 -0.26
C -3.8467 -11.4346 -17.3172 -1.00 -0.32 0.33 -0.10
C -3.4604 -17.6480 -11.6984 0.14 0.38 0.07 -0.11
C -0.0518 -10.4648 -18.2294 0.24 0.58 0.03 -0.24
C -7.1178 -6.9839 -10.3521 0.25 0.32 0.83 -0.04
C -3.4552 -7.0191 -8.6055 -0.98 0.48 -0.16 -0.06
C -2.9247 -6.8601 -13.0192 -1.86 0.48 -0.42 -0.21
C -6.0754 -9.0194 -14.1842 0.11 0.68 0.15 -0.06
C -2.4978 -2.8199 -10.2658 -0.34 1.12 0.16 -0.11
C -5.4273 -10.7632 -11.9621 0.11 -0.70 1.89 -0.08
H -2.8895 -2.7398 -11.2793 -0.13 -0.88 -0.01 0.08
H -0.0004 -12.0854 -8.1328 -0.39 0.20 0.82 0.12
H -6.7883 -5.2658 -15.4749 -0.06 -0.09 -0.22 0.08
H -3.2299 -11.4697 -16.4215 -0.03 -0.11 0.03 0.04
H 1.3144 -7.3031 -13.9800 0.04 0.26 -0.42 0.06
H -3.7849 -16.7550 -11.1610 0.12 0.27 -0.46 0.06
H -4.0586 -7.9243 -8.5306 0.39 -0.23 0.46 0.07
H -2.2027 -14.1723 -12.0090 -0.33 0.12 0.08 0.12
H -1.6554 -2.5145 -5.4535 -0.29 0.17 -0.09 0.08
H -3.7609 -14.9475 -12.4998 0.02 0.16 0.03 0.11
H -8.2665 -5.2161 -19.6962 -0.03 -0.11 0.11 0.07
H -2.6577 -18.0643 -11.0939 -0.01 -0.31 -0.22 0.07
H 3.8524 -7.2818 -12.3789 -0.02 0.06 0.03 0.12
H 1.7715 -13.7014 -16.3653 -0.15 0.21 0.03 0.07
H -3.8326 -10.4302 -17.7331 -0.07 -0.05 -0.12 0.07
H -4.4049 -5.5871 -17.4021 -0.02 0.20 -0.09 0.12
H -7.1785 -5.8330 -20.9967 -0.23 -0.09 -0.02 0.07
H -1.4102 -11.8081 -10.0889 -0.37 0.38 0.43 0.08
H -3.3176 -12.9877 -13.8921 0.17 0.37 -0.04 0.06
H -7.3657 -9.1622 -10.1522 0.15 0.12 -0.65 0.12
H 2.1589 -6.6526 -8.7537 0.17 0.09 0.37 0.07
H -1.2096 -3.2993 -7.6968 -0.14 -0.29 -0.38 0.12
H -4.8753 -8.9969 -16.0105 0.51 -0.56 0.29 0.12
H -6.4978 -10.7012 -11.7648 -0.06 0.01 -0.27 0.08
H -0.2580 -8.3226 -12.5275 0.01 0.18 -0.48 0.04
H -1.6994 -13.5606 -14.3529 0.07 0.06 0.26 0.08
H -3.3904 -9.2059 -6.4077 0.37 0.05 0.35 0.06
H -1.8573 -3.6475 -9.9833 -0.14 -0.23 -0.39 0.03
H -3.1486 -14.3005 -14.9856 -0.10 -0.62 0.35 0.08
H -1.8796 -6.5870 -12.8836 0.00 -0.17 0.23 0.11
H -6.4858 -8.5396 -8.8716 0.20 0.73 0.03 0.12
H -4.3454 -18.2779 -11.7367 0.28 -0.33 -0.41 0.07
H -6.3466 -6.2937 -10.0022 -0.09 0.26 -0.32 0.07
H -5.1628 -10.2295 -12.8694 0.89 -2.27 1.82 -0.01
H -5.4149 -9.4161 -13.4137 -0.45 2.89 -2.28 -0.02
H 2.8377 -7.2019 -14.9165 0.01 0.17 0.06 0.09
H -8.0418 -6.6642 -9.8699 -0.03 -0.33 0.10 0.09
H -0.1031 -9.4557 -20.1406 0.03 0.11 0.10 0.08
H 0.1203 -9.8999 -13.3222 -0.10 0.19 -0.53 0.08
H -4.7650 -7.1171 -11.9346 0.07 0.50 -0.17 0.06
H -5.5570 -4.0648 -15.5988 0.44 -0.09 0.14 0.09
H -1.6540 -7.9470 -8.1127 0.40 0.00 -0.20 0.11
H -3.6738 -10.6108 -5.2400 -0.38 0.37 0.03 0.07
H 0.7277 -10.5079 -8.2194 -0.15 0.33 -0.12 0.12
H -1.9445 -1.8793 -10.2022 0.06 -0.09 0.51 0.08
H -1.8883 -7.8679 -9.8663 0.13 0.26 -0.17 0.10
H -3.3014 -6.4169 -13.9450 0.46 0.10 -0.07 0.10
H -1.1014 -10.7118 -18.3755 0.06 -0.23 0.32 0.11
H -3.5376 -6.4051 -7.7074 0.11 -0.40 0.29 0.09
H -2.6849 -4.4153 -7.5766 0.52 -0.06 -0.40 0.08
H 3.4146 -13.0628 -16.1348 0.15 0.07 -0.19 0.07
H 1.4195 -3.7282 -13.4734 -0.22 -0.26 -0.05 0.07
H 2.4677 -8.5706 -13.9021 0.33 0.05 0.31 0.07
H -1.4408 -4.1965 -5.4338 -0.36 -0.34 -0.03 0.08
H 0.9007 -7.7576 -8.1471 -0.15 -0.01 -0.32 0.06
H -1.0573 -9.7593 -12.0364 -0.27 -0.03 -0.45 0.03
H 0.8879 -4.8497 -12.0991 -0.10 -0.16 -0.46 0.02
H -7.0539 -9.3200 -13.8037 -0.21 -0.23 -0.59 0.10
H 0.2314 -11.7489 -10.4552 0.41 0.25 0.32 0.09
H 1.0706 -3.1382 -11.8338 0.36 0.08 0.12 0.07
H 2.7277 -13.2947 -17.8167 0.33 -0.33 0.16 0.07
H -0.6261 -10.2192 -10.3813 -0.21 -0.18 0.21 0.04
H -3.9841 -10.7545 -7.0118 -0.13 -0.05 0.13 0.05
H -7.0529 -6.5618 -19.3818 -0.31 -0.09 0.00 0.05
H -5.1524 -11.8094 -11.9848 0.26 -0.17 0.05 0.09
H 0.0461 -9.6515 -17.5048 -0.35 0.03 -0.05 0.12
H 1.0645 -6.2080 -7.3497 0.13 0.40 -0.21 0.08
H -3.3607 -6.6388 -10.9566 -0.44 -0.01 -0.29 0.05
H -5.1725 -5.7604 -15.0638 0.27 0.18 -0.04 0.05
H -5.9679 -6.3922 -17.5441 0.08 -0.19 0.41 0.10
H -6.5761 -9.2661 -16.1902 0.10 -0.41 -0.30 0.12
H -6.0695 -7.9290 -14.1501 0.19 0.05 -0.10 0.08
H 2.2618 -6.6331 -11.9822 -0.02 -0.11 0.03 0.07
H -4.1174 -5.4090 -11.9582 -0.25 0.02 -0.01 0.09
H -7.2612 -6.8840 -11.4241 0.15 -0.15 -0.11 0.08
H 1.5324 -9.5944 -19.3992 -0.12 0.26 -0.06 0.06
H -3.5433 -12.1879 -18.0393 -0.04 0.05 -0.08 0.07
H 0.7986 -10.9773 -20.1292 -0.24 -0.02 -0.05 0.09
H -4.0378 -6.4463 -9.3317 0.63 0.12 -0.07 0.04
H -3.1122 -3.5024 -5.2973 -0.02 -0.23 -0.09 0.08
```
Positions in Å, forces in eV/Å.

Summary:
- SMILES string = CCOS(C)(=O)=O.CCOS(C)(=O)=O.CCOS(C)(=O)=O.CCOS(C)(=O)=O.CCOS(C)(=O)=O.CCOS(C)(=O)=O.CCOS(C)(=O)=O.CCOS(C)(=O)=O.CCOS(C)(=O)=O.CCOS(C)(=O)=O
- highest occupied orbital energy (eV) = -11.2257
- energy above the lowest of the compared OMol25 structures with the same formula, charge and spin (kJ/mol) = 270.0
- Kohn-Sham gap (hartree) = 0.4101
- E (Eh) = -7429.9188